Below is a structure of composition C4H7NO2 at a distorted geometry, with properties calculated with wB97M-V/def2-TZVPD.

```
14
C4H7NO2 | the OMol25 dataset | wB97M-V/def2-TZVPD
C 1.004 0.780 -0.936
C 1.508 -0.351 0.620
C 0.563 -0.457 -0.557
C -1.479 -0.107 0.454
N 1.939 0.925 0.123
O -2.307 -0.728 -0.499
O -1.436 1.088 0.741
H 0.878 1.477 -1.731
H 1.059 -0.251 1.611
H 2.459 -0.872 0.740
H 0.159 -1.339 -0.958
H -1.210 -0.912 1.294
H -2.652 -0.136 -1.145
H 1.494 1.855 0.592
```

DFT total energy	-361.60652	Ha
Kohn-Sham gap (spin up / spin down)	6.52 / 8.15	eV
relative energy (zero: lowest compared OMol25 entry of this formula, charge and spin)	42.46	kcal/mol
spin multiplicity	3
highest occupied orbital energy (spin up / spin down)	-5.6 / -10.2	eV

Partial charges, natural (NBO), in e:
1. C -0.11
2. C -0.29
3. C -0.07
4. C 0.52
5. N -0.53
6. O -0.73
7. O -0.62
8. H 0.20
9. H 0.20
10. H 0.21
11. H 0.21
12. H 0.12
13. H 0.48
14. H 0.40